{
  "formula": "C26H45Br18ClO3",
  "method": "ωB97M-V/def2-TZVPD",
  "spin_multiplicity": 1,
  "e_homo_ev": -9.69,
  "orbital_gap_ev": 8.979,
  "smiles": "CC(C)CC1=C(Cl)C(=O)OC1=O.BrCCBr.BrCCBr.BrCCBr.BrCCBr.BrCCBr.BrCCBr.BrCCBr.BrCCBr.BrCCBr",
  "symbols": ["C", "C", "C", "C", "C", "C", "Cl", "C", "O", "O", "C", "O", "H", "H", "H", "H", "H", "H", "H", "H", "H", "Br", "C", "C", "Br", "H", "H", "H", "H", "Br", "C", "C", "Br", "H", "H", "H", "H", "Br", "C", "C", "Br", "H", "H", "H", "H", "Br", "C", "C", "Br", "H", "H", "H", "H", "Br", "C", "C", "Br", "H", "H", "H", "H", "Br", "C", "C", "Br", "H", "H", "H", "H", "Br", "C", "C", "Br", "H", "H", "H", "H", "Br", "C", "C", "Br", "H", "H", "H", "H", "Br", "C", "C", "Br", "H", "H", "H", "H"],
  "positions_angstrom": [[0.113, 3.846, 1.737], [-1.079, 4.670, 1.221], [-1.498, 5.688, 2.275], [-2.197, 3.673, 0.803], [-3.585, 3.991, 1.226], [-4.406, 4.992, 0.891], [-4.139, 6.269, -0.175], [-5.704, 4.816, 1.607], [-6.575, 5.617, 1.780], [-5.707, 3.544, 2.111], [-4.366, 3.117, 2.137], [-4.005, 2.229, 2.839], [-0.241, 2.988, 2.305], [0.755, 3.517, 0.925], [0.712, 4.450, 2.418], [-0.727, 5.167, 0.316], [-1.869, 5.171, 3.160], [-2.246, 6.394, 1.925], [-0.624, 6.273, 2.553], [-2.213, 3.512, -0.274], [-1.953, 2.703, 1.235], [1.100, 0.394, 0.699], [1.553, -0.203, 2.494], [0.336, -0.677, 3.237], [-0.779, 0.797, 3.849], [2.049, 0.628, 2.985], [2.257, -1.021, 2.355], [0.624, -1.217, 4.137], [-0.295, -1.308, 2.620], [0.387, -3.254, 0.077], [1.699, -2.715, -1.249], [3.049, -3.327, -1.002], [3.957, -2.464, 0.492], [1.727, -1.629, -1.216], [1.299, -3.045, -2.207], [3.698, -3.179, -1.861], [2.996, -4.384, -0.766], [3.332, -5.717, -3.454], [4.301, -7.215, -2.682], [5.511, -6.759, -1.912], [6.965, -6.221, -3.085], [4.549, -7.879, -3.503], [3.591, -7.703, -2.017], [5.903, -7.575, -1.310], [5.296, -5.908, -1.272], [2.257, 1.786, -2.886], [3.540, 0.350, -3.170], [4.449, 0.178, -1.982], [5.796, 1.576, -1.893], [4.080, 0.589, -4.081], [2.946, -0.548, -3.326], [5.003, -0.756, -2.058], [3.910, 0.202, -1.041], [-0.642, 3.182, -2.427], [-0.406, 1.249, -2.469], [-1.689, 0.542, -2.811], [-2.933, 0.538, -1.312], [-0.017, 0.965, -1.496], [0.349, 1.061, -3.229], [-1.498, -0.504, -3.038], [-2.206, 1.005, -3.645], [-4.641, 0.386, -6.197], [-4.830, 2.203, -5.530], [-3.980, 3.177, -6.301], [-2.102, 3.010, -5.824], [-4.571, 2.174, -4.476], [-5.884, 2.449, -5.638], [-4.258, 4.198, -6.051], [-4.046, 3.033, -7.374], [-11.307, 3.675, 4.963], [-9.982, 4.327, 3.693], [-8.577, 4.151, 4.198], [-8.126, 5.462, 5.560], [-10.223, 5.366, 3.499], [-10.134, 3.742, 2.789], [-7.869, 4.317, 3.392], [-8.412, 3.173, 4.638], [7.921, -1.364, 0.301], [8.507, -2.076, 2.013], [7.380, -2.735, 2.762], [6.165, -1.426, 3.530], [8.938, -1.246, 2.564], [9.282, -2.802, 1.781], [7.762, -3.310, 3.602], [6.780, -3.377, 2.124], [0.729, -7.376, -1.121], [0.977, -8.014, 0.698], [1.272, -6.875, 1.637], [3.095, -6.227, 1.425], [1.781, -8.741, 0.671], [0.047, -8.509, 0.969], [1.197, -7.203, 2.672], [0.620, -6.023, 1.474]],
  "mulliken_charge": [-1.04, 1.03, -1.70, -0.03, -0.05, 0.69, -0.17, 0.52, -0.57, -0.32, -0.05, -0.47, -0.04, 0.20, 0.38, 0.36, 0.36, 0.34, 0.50, -0.22, 0.20, 0.07, -0.35, -0.58, -0.14, 0.46, 0.05, 0.46, 0.20, -0.15, -0.12, -0.49, -0.09, -0.15, 0.46, 0.39, 0.15, -0.12, -0.35, -0.46, -0.14, 0.41, 0.12, 0.40, 0.15, -0.10, -0.57, -0.27, -0.14, 0.50, 0.25, 0.28, 0.07, -0.15, -0.06, -0.28, -0.17, -0.34, 0.45, 0.38, 0.02, -0.12, -0.60, -0.53, -0.13, 0.30, 0.37, 0.35, 0.37, -0.17, -0.57, -0.09, -0.13, 0.39, 0.36, -0.19, 0.44, -0.12, -0.56, -0.54, -0.13, 0.37, 0.34, 0.35, 0.27, -0.15, -0.60, -0.44, -0.11, 0.36, 0.37, 0.37, 0.20]
}